1.
A 14-piece molecular cluster, C37H60N17PS2 overall, computed with the ωB97M-V functional and the def2-TZVPD basis.

Summary:
HOMO-LUMO gap = 6.7 eV
Charge = 0
HOMO energy = -7.70 eV

Atoms and positions in Å:
1 C -4.613 -5.289 -2.039
2 C -3.529 -6.297 -1.449
3 N -3.800 -6.416 0.015
4 P -2.794 -5.270 0.964
5 C -1.673 -4.194 2.053
6 C -2.035 -2.641 1.979
7 C -0.895 -1.968 1.141
8 S -0.780 -0.130 1.383
9 C 0.842 0.241 0.673
10 S 1.428 1.749 0.456
11 N 1.681 -0.899 0.296
12 C 2.701 -1.387 1.100
13 C 3.205 -2.518 0.361
14 N 2.491 -2.666 -0.831
15 C 1.571 -1.678 -0.852
16 H -5.118 -4.809 -1.164
17 H -4.086 -4.553 -2.683
18 H -5.406 -5.814 -2.619
19 H -2.478 -5.970 -1.679
20 H -3.673 -7.291 -1.932
21 H -3.476 -7.358 0.260
22 H -3.860 -5.087 1.898
23 H -1.808 -6.323 1.100
24 H -2.594 -4.419 -0.181
25 H -0.619 -4.364 1.689
26 H -1.667 -4.476 3.133
27 H -2.122 -2.216 3.004
28 H -2.985 -2.521 1.390
29 H -0.992 -2.170 0.048
30 H 0.074 -2.377 1.530
31 H 3.022 -0.995 2.080
32 H 4.008 -3.211 0.662
33 H 0.799 -1.485 -1.623
34 C 3.609 -1.778 -3.852
35 C 3.152 -0.988 -5.012
36 N 2.793 -0.378 -5.916
37 H 2.829 -1.801 -3.095
38 H 3.834 -2.797 -4.161
39 H 4.505 -1.329 -3.424
40 C 0.971 5.155 -0.812
41 C 0.559 6.303 0.022
42 N 0.241 7.198 0.668
43 H 0.354 5.108 -1.710
44 H 2.014 5.265 -1.104
45 H 0.854 4.226 -0.252
46 C -1.545 -2.411 -2.944
47 C -2.885 -2.168 -2.369
48 N -3.924 -1.975 -1.920
49 H -1.002 -3.131 -2.331
50 H -1.640 -2.805 -3.955
51 H -0.983 -1.476 -2.979
52 C 2.742 -3.999 4.401
53 C 1.310 -3.651 4.517
54 N 0.198 -3.383 4.605
55 H 3.270 -3.216 3.858
56 H 3.179 -4.102 5.393
57 H 2.851 -4.941 3.864
58 C -0.648 -0.338 6.380
59 C -0.151 0.254 7.644
60 N 0.271 0.713 8.645
61 H -0.231 0.206 5.532
62 H -0.351 -1.388 6.308
63 H -1.736 -0.274 6.342
64 C 2.996 8.869 -2.421
65 C 3.249 7.429 -2.636
66 N 3.443 6.309 -2.802
67 H 3.352 9.164 -1.435
68 H 3.519 9.453 -3.178
69 H 1.928 9.071 -2.489
70 C 1.975 3.648 9.715
71 C 2.973 3.774 10.800
72 N 3.747 3.871 11.643
73 H 1.815 2.596 9.478
74 H 1.030 4.088 10.029
75 H 2.330 4.165 8.824
76 C 3.410 -2.072 9.936
77 C 2.432 -1.050 9.500
78 N 1.667 -0.251 9.161
79 H 4.252 -1.589 10.431
80 H 2.936 -2.757 10.641
81 H 3.778 -2.627 9.074
82 C 2.277 -2.238 14.301
83 C 1.780 -3.151 13.251
84 N 1.382 -3.872 12.443
85 H 1.959 -2.594 15.280
86 H 3.365 -2.197 14.273
87 H 1.878 -1.237 14.139
88 C 0.431 2.441 -5.560
89 C -0.300 3.183 -4.512
90 N -0.859 3.744 -3.680
91 H 0.806 3.132 -6.313
92 H 1.271 1.909 -5.114
93 H -0.231 1.721 -6.038
94 C 2.191 0.594 -9.586
95 C 0.872 0.836 -8.969
96 N -0.160 1.023 -8.496
97 H 2.785 -0.053 -8.941
98 H 2.063 0.113 -10.555
99 H 2.715 1.539 -9.722
100 C -1.880 5.643 -6.651
101 C -1.344 6.659 -7.581
102 N -0.927 7.448 -8.304
103 H -1.062 5.158 -6.120
104 H -2.541 6.116 -5.926
105 H -2.440 4.891 -7.206
106 C -5.903 6.324 -8.603
107 C -5.003 5.151 -8.609
108 N -4.303 4.241 -8.616
109 H -5.455 7.130 -8.024
110 H -6.069 6.667 -9.623
111 H -6.859 6.053 -8.157
112 C -2.762 -1.151 -6.745
113 C -2.743 -2.562 -6.298
114 N -2.727 -3.656 -5.949
115 H -3.539 -1.012 -7.495
116 H -2.965 -0.498 -5.896
117 H -1.797 -0.885 -7.177

These are the Mulliken partial charges, in e, on atoms 1 to 8:
1 C -0.64
2 C -0.44
3 N -0.70
4 P 0.43
5 C -1.12
6 C -0.57
7 C 0.22
8 S -0.13

2.
C37H61AsClN4O15P2SSc as an isolated structure, computed with the ωB97M-V functional and the def2-TZVPD basis.

Summary:
HOMO-LUMO gap = 8.9 eV
Charge = 0
HOMO energy = -8.83 eV

Atoms and positions in Å:
1 Sc -1.916 -0.296 1.726
2 O -4.453 0.537 5.370
3 As -2.966 0.923 4.529
4 O -1.826 1.330 5.627
5 O -2.473 -0.425 3.590
6 C -3.465 2.446 3.434
7 C -2.934 3.634 3.915
8 C -3.179 4.832 3.253
9 C -3.949 4.845 2.105
10 C -4.473 3.659 1.604
11 C -4.232 2.467 2.265
12 S -4.851 0.967 1.543
13 O -5.276 0.150 2.646
14 O -5.792 1.298 0.515
15 O -3.586 0.389 0.922
16 H -4.180 0.302 6.268
17 H -2.322 3.607 4.809
18 H -2.767 5.755 3.641
19 H -4.148 5.779 1.594
20 H -5.079 3.646 0.708
21 N -1.054 3.482 0.037
22 C 0.074 3.380 0.958
23 C 0.081 2.111 1.811
24 O 1.132 1.730 2.310
25 O -1.073 1.544 1.950
26 H -1.568 4.337 0.198
27 H -1.707 2.735 0.250
28 H 0.089 4.213 1.670
29 H 1.034 3.406 0.434
30 C 3.894 -0.093 0.354
31 C 3.466 -0.538 1.729
32 C 4.599 -0.999 2.613
33 O 2.552 -1.687 1.536
34 P 1.165 -1.668 2.258
35 O 0.129 -0.861 1.556
36 C 0.558 -3.379 2.147
37 P -0.930 -3.430 1.118
38 O -1.980 -2.489 1.603
39 O -0.472 -3.080 -0.332
40 C 0.029 -3.871 -1.447
41 C -1.116 -4.587 -2.129
42 C 1.164 -4.774 -1.017
43 O -1.421 -4.917 1.014
44 C -1.955 -5.774 2.084
45 C -0.834 -6.661 2.579
46 C -2.647 -4.993 3.182
47 O 1.496 -1.346 3.736
48 C 0.692 -0.581 4.733
49 C 1.644 0.339 5.445
50 C 0.034 -1.606 5.621
51 H 4.580 0.749 0.446
52 H 3.034 0.235 -0.231
53 H 4.400 -0.904 -0.175
54 H 2.893 0.260 2.204
55 H 5.157 -1.805 2.133
56 H 4.221 -1.348 3.573
57 H 5.281 -0.168 2.796
58 H 0.333 -3.736 3.153
59 H 1.311 -4.031 1.703
60 H 0.414 -3.099 -2.116
61 H -1.518 -5.381 -1.501
62 H -0.757 -5.028 -3.061
63 H -1.910 -3.882 -2.372
64 H 0.816 -5.551 -0.334
65 H 1.963 -4.203 -0.541
66 H 1.583 -5.266 -1.896
67 H -2.695 -6.376 1.556
68 H -0.079 -6.083 3.114
69 H -0.356 -7.185 1.752
70 H -1.234 -7.404 3.270
71 H -1.939 -4.439 3.802
72 H -3.165 -5.702 3.828
73 H -3.373 -4.287 2.786
74 H -0.032 0.005 4.179
75 H 2.380 -0.222 6.024
76 H 1.052 0.961 6.118
77 H 2.148 0.989 4.732
78 H 0.788 -2.222 6.119
79 H -0.647 -2.241 5.053
80 H -0.560 -1.076 6.362
81 C -1.661 2.661 -3.366
82 C -0.298 2.582 -4.078
83 C -0.309 3.683 -5.153
84 C 0.797 2.928 -3.060
85 C -0.080 1.167 -4.728
86 O -1.318 0.706 -5.274
87 C 0.950 1.121 -5.912
88 C 2.380 0.566 -5.767
89 C 3.349 1.424 -4.996
90 C 3.643 2.709 -5.451
91 C 4.494 3.546 -4.752
92 C 5.074 3.088 -3.579
93 Cl 6.139 4.129 -2.684
94 C 4.823 1.810 -3.117
95 C 3.960 0.987 -3.829
96 C 0.326 0.067 -3.736
97 N -0.574 -0.163 -2.618
98 C -0.400 0.137 -1.329
99 N -1.471 -0.200 -0.642
100 C -2.290 -0.737 -1.584
101 N -1.781 -0.756 -2.791
102 H -1.668 3.548 -2.732
103 H -1.875 1.809 -2.727
104 H -2.485 2.748 -4.077
105 H -0.762 4.580 -4.728
106 H -0.895 3.413 -6.036
107 H 0.695 3.952 -5.485
108 H 0.814 4.008 -2.902
109 H 1.791 2.634 -3.390
110 H 0.591 2.490 -2.083
111 H -1.756 1.442 -5.714
112 H 1.036 2.106 -6.365
113 H 0.449 0.495 -6.652
114 H 2.761 0.481 -6.789
115 H 2.382 -0.451 -5.370
116 H 3.191 3.067 -6.369
117 H 4.712 4.544 -5.108
118 H 5.300 1.464 -2.212
119 H 3.766 -0.016 -3.465
120 H 1.305 0.279 -3.312
121 H 0.378 -0.874 -4.287
122 H 0.494 0.591 -0.933
123 H -3.274 -1.114 -1.360

These are the natural (NBO) partial charges, in e, on atoms 1 to 8:
1 Sc 1.88
2 O -0.99
3 As 2.47
4 O -1.18
5 O -1.20
6 C -0.42
7 C -0.18
8 C -0.21

3.
C37H61N6O7Si4Ti as an isolated structure, computed with the ωB97M-V functional and the def2-TZVPD basis.

Summary:
HOMO-LUMO gap (spin up / spin down) = 4.4 / 4.4 eV
Charge = -1
Energy above the lowest of the compared OMol25 structures with the same formula, charge and spin = 0.0 kJ/mol
HOMO energy (spin up / spin down) = -2.33 / -2.33 eV

Atoms and positions in Å:
1 Ti -0.911 -0.015 -0.516
2 O -6.093 1.210 0.180
3 C -5.517 2.417 0.125
4 C -6.325 3.543 0.269
5 C -5.784 4.816 0.219
6 C -4.417 4.986 0.016
7 C -3.609 3.868 -0.127
8 C -4.131 2.575 -0.080
9 C -3.245 1.421 -0.246
10 O -1.934 1.591 -0.401
11 N -3.750 0.220 -0.284
12 N -2.789 -0.733 -0.518
13 C -3.215 -2.010 -0.685
14 C -2.325 -3.082 -1.007
15 C -2.835 -4.383 -1.238
16 C -2.023 -5.436 -1.615
17 C -0.653 -5.232 -1.779
18 C -0.115 -3.975 -1.520
19 C -0.907 -2.915 -1.114
20 O -0.347 -1.721 -0.822
21 H -5.376 0.539 0.004
22 H -7.387 3.387 0.418
23 H -6.427 5.680 0.335
24 H -3.986 5.979 -0.024
25 H -2.542 3.982 -0.270
26 H -4.278 -2.208 -0.612
27 H -3.903 -4.537 -1.114
28 H -2.449 -6.420 -1.772
29 H -0.004 -6.046 -2.081
30 H 0.957 -3.814 -1.579
31 N -0.227 3.159 -1.924
32 C 0.818 2.850 -2.923
33 C 2.073 2.316 -2.239
34 C 1.990 0.863 -1.792
35 N 1.103 0.716 -0.626
36 C 1.535 -0.055 -2.930
37 C 0.264 0.416 -3.645
38 N -0.948 0.201 -2.808
39 C 0.392 1.891 -4.050
40 H 0.076 4.129 -0.473
41 H -0.549 2.327 -1.443
42 H -1.048 3.559 -2.363
43 H 1.083 3.799 -3.391
44 H 2.289 2.950 -1.371
45 H 2.916 2.401 -2.931
46 H 3.000 0.560 -1.505
47 H 1.200 1.517 -0.009
48 H 1.444 -0.100 -0.060
49 H 1.362 -1.050 -2.519
50 H 2.341 -0.126 -3.668
51 H 0.169 -0.173 -4.556
52 H -1.290 -0.746 -2.932
53 H -1.688 0.829 -3.089
54 H -0.551 2.237 -4.485
55 H 1.149 1.947 -4.837
56 N -0.785 -0.018 1.645
57 H -0.398 0.891 1.872
58 H -0.166 -0.727 2.027
59 H -1.687 -0.086 2.103
60 C 0.174 -2.776 3.604
61 Si 1.547 -3.526 2.527
62 C 2.740 -4.315 3.769
63 C 0.683 -4.981 1.703
64 Si 2.490 -1.887 1.166
65 Si 4.112 -2.878 -0.167
66 C 4.866 -4.459 0.543
67 C 3.655 -3.356 -1.948
68 C 5.537 -1.659 -0.441
69 Si 3.759 -0.711 2.712
70 C 5.375 -1.438 3.380
71 C 2.808 -0.272 4.291
72 C 4.187 0.971 1.958
73 H -0.068 -3.454 4.432
74 H -0.743 -2.639 3.017
75 H 0.456 -1.810 4.042
76 H 2.229 -5.031 4.427
77 H 3.212 -3.550 4.398
78 H 3.543 -4.845 3.242
79 H 0.380 -5.714 2.460
80 H 1.330 -5.489 0.975
81 H -0.211 -4.653 1.159
82 H 4.082 -5.223 0.635
83 H 5.261 -4.277 1.550
84 H 5.672 -4.868 -0.080
85 H 3.512 -4.438 -2.043
86 H 4.460 -3.057 -2.626
87 H 2.736 -2.877 -2.301
88 H 5.993 -1.336 0.501
89 H 5.168 -0.755 -0.947
90 H 6.322 -2.099 -1.068
91 H 5.155 -2.350 3.947
92 H 5.902 -0.741 4.044
93 H 6.060 -1.721 2.574
94 H 2.526 -1.168 4.858
95 H 1.884 0.281 4.065
96 H 3.427 0.359 4.942
97 H 4.749 0.859 1.021
98 H 4.787 1.587 2.643
99 H 3.262 1.519 1.732
100 O -0.238 4.561 0.372
101 C -0.122 3.739 1.395
102 O 0.447 2.685 1.328
103 C -0.773 4.237 2.642
104 C -0.575 3.532 3.808
105 C -1.186 3.919 5.004
106 C -1.993 5.024 4.946
107 O -2.689 5.598 5.952
108 C -3.470 6.645 5.353
109 O -3.022 6.788 4.007
110 C -2.187 5.731 3.777
111 C -1.590 5.368 2.604
112 H 0.075 2.666 3.780
113 H -1.040 3.377 5.929
114 H -3.315 7.572 5.896
115 H -4.523 6.371 5.367
116 H -1.749 5.905 1.678

These are the Mulliken partial charges, in e, on atoms 1 to 8:
1 Ti -0.38
2 O -0.71
3 C 0.21
4 C -0.69
5 C -0.48
6 C -1.10
7 C -0.09
8 C -0.62

4.
C37H63BBrN6O3PS3Si2TeTi as an isolated structure, computed with the ωB97M-V functional and the def2-TZVPD basis.

Summary:
HOMO-LUMO gap (spin up / spin down) = 6.9 / 7.0 eV
Charge = -1
Energy above the lowest of the compared OMol25 structures with the same formula, charge and spin = 265.8 kJ/mol
Multiplicity = 2
HOMO energy (spin up / spin down) = -5.03 / -5.10 eV

Atoms and positions in Å:
1 Ti 11.347 12.976 13.751
2 C 16.280 17.524 10.248
3 C 15.980 17.124 11.642
4 C 17.279 16.958 12.411
5 C 15.123 15.882 11.759
6 C 14.119 15.417 10.853
7 C 13.819 14.168 11.337
8 N 14.692 13.889 12.335
9 N 15.437 14.967 12.641
10 B 14.673 12.662 13.301
11 N 13.907 11.467 12.815
12 C 14.267 10.246 12.605
13 C 13.307 9.570 11.897
14 C 12.271 10.488 11.779
15 N 12.590 11.660 12.311
16 C 10.960 10.182 11.025
17 C 9.668 10.004 11.757
18 C 10.852 11.143 9.859
19 N 14.185 13.117 14.695
20 C 14.992 13.710 15.546
21 C 14.365 13.736 16.768
22 C 13.113 13.159 16.578
23 N 12.957 12.795 15.279
24 C 12.101 13.060 17.736
25 C 10.986 12.116 17.430
26 C 11.606 14.384 18.353
27 H 16.775 18.482 10.222
28 H 15.425 17.593 9.631
29 H 16.972 16.842 9.765
30 H 15.458 18.004 12.031
31 H 17.731 16.117 11.808
32 H 17.124 16.711 13.451
33 H 17.983 17.756 12.321
34 H 13.647 15.956 10.050
35 H 13.172 13.421 10.861
36 H 15.873 12.355 13.527
37 H 15.275 9.875 12.923
38 H 13.329 8.565 11.596
39 H 11.181 9.168 10.651
40 H 9.372 10.933 12.255
41 H 9.698 9.265 12.519
42 H 8.925 9.608 11.075
43 H 10.899 12.151 10.181
44 H 9.851 10.947 9.488
45 H 11.556 10.995 9.014
46 H 15.973 14.021 15.270
47 H 14.745 13.984 17.804
48 H 12.698 12.646 18.538
49 H 10.334 12.563 16.739
50 H 10.471 11.769 18.341
51 H 11.377 11.220 16.963
52 H 10.842 14.888 17.776
53 H 12.398 15.074 18.563
54 H 11.126 14.152 19.297
55 S 9.855 17.242 15.171
56 C 10.508 15.752 14.631
57 S 9.634 14.253 15.064
58 S 11.964 15.378 13.738
59 C 10.258 15.652 10.571
60 P 9.248 14.389 11.324
61 C 8.402 13.705 9.873
62 C 7.937 15.105 12.302
63 O 10.084 13.363 12.067
64 H 9.570 16.293 9.944
65 H 11.003 15.313 9.925
66 H 10.743 16.229 11.354
67 H 7.936 14.558 9.342
68 H 7.587 13.087 10.143
69 H 9.071 13.070 9.282
70 H 7.570 15.968 11.749
71 H 8.406 15.555 13.217
72 H 7.125 14.415 12.638
73 Br 5.543 8.202 17.277
74 C 7.076 8.699 16.263
75 C 7.080 9.868 15.663
76 C 8.267 10.364 15.178
77 C 9.434 9.660 15.344
78 C 9.402 8.405 15.986
79 C 8.273 7.938 16.571
80 C 10.749 10.111 14.862
81 O 11.718 9.441 15.046
82 O 10.634 11.282 14.354
83 H 6.303 10.511 15.526
84 H 8.364 11.380 14.814
85 H 10.310 7.823 16.090
86 H 8.248 6.971 17.125
87 C 6.771 21.957 11.240
88 Si 8.571 22.403 11.267
89 C 8.796 23.296 9.595
90 C 8.998 23.391 12.779
91 C 9.594 20.897 11.274
92 Te 9.098 19.188 12.568
93 C 11.155 18.585 12.453
94 Si 12.194 19.549 13.761
95 C 13.289 20.594 12.619
96 C 13.419 18.521 14.731
97 C 11.328 20.768 14.971
98 H 6.362 22.041 12.149
99 H 6.521 20.988 10.780
100 H 6.072 22.820 10.586
101 H 7.988 23.944 9.230
102 H 8.907 22.548 8.886
103 H 9.714 23.820 9.494
104 H 9.285 22.690 13.565
105 H 8.063 23.883 13.154
106 H 9.825 24.193 12.692
107 H 10.596 21.240 11.524
108 H 9.743 20.383 10.278
109 H 11.507 18.752 11.425
110 H 11.146 17.528 12.674
111 H 13.757 19.842 12.001
112 H 13.897 21.479 12.873
113 H 12.545 21.033 11.833
114 H 13.893 19.238 15.391
115 H 14.138 18.031 14.090
116 H 13.024 17.736 15.345
117 H 12.062 21.360 15.485
118 H 10.678 20.141 15.629
119 H 10.709 21.544 14.429

These are the Mulliken partial charges, in e, on atoms 1 to 8:
1 Ti -0.66
2 C -1.95
3 C 1.71
4 C -1.60
5 C 0.40
6 C -0.63
7 C -0.42
8 N 1.43

Number 1: calculated total energy -3514.05595 hartree. Number 2: calculated total energy -7332.21602 hartree. Number 3: calculated total energy -4309.44945 hartree. Number 4: calculated total energy -7833.50593 hartree.